[1]
Here is a 2-piece molecular cluster, C32H61BrN3O4 overall in a non-equilibrium geometry from OMol25. Energies are from ωB97M-V/def2-TZVPD.

Geometry as XYZ:
```
101
Properties=species:S:1:pos:R:3:forces:R:3:lowdin_charge:R:1
C -1.4868 0.4035 -2.8241 0.33 -0.13 0.18 -0.42
H -2.0517 -3.6722 1.2229 -0.05 -0.04 0.00 0.13
H 1.0741 1.2017 -0.1965 -0.04 0.11 0.02 0.06
H -4.3714 3.9661 -4.5082 -0.06 -0.05 -0.06 0.04
H 0.7818 3.3069 0.4501 -0.11 0.06 0.03 0.09
H 1.1882 1.8571 -2.1829 0.02 -0.12 -0.02 0.09
H 1.1147 -0.1362 0.9304 -0.53 2.34 -2.00 0.02
H -3.3146 -6.3967 5.9935 -0.01 0.00 0.00 0.08
C 1.6013 0.8124 0.6814 0.03 1.10 -0.86 -0.27
H 6.1185 4.3944 -1.6114 0.07 0.14 -0.04 0.11
C 0.4516 1.2521 -4.0954 0.40 -0.03 -0.01 -0.12
C -3.8258 -0.1392 -2.4804 -0.18 -0.22 -0.02 -0.45
H 2.3608 0.9652 -3.1230 0.07 0.01 -0.01 0.11
N -2.6853 0.7835 -2.2110 -0.04 -0.12 -0.19 -0.36
C -1.8994 -1.9009 -2.2095 0.01 -0.18 0.11 -0.21
H -1.6350 -0.8804 1.7854 -0.09 0.05 0.01 0.09
H -3.4207 -7.8264 4.9428 0.00 0.00 -0.02 0.09
H -1.3118 -4.7711 3.4361 0.02 0.00 0.03 0.11
H 4.8581 3.4608 0.0784 0.01 0.08 0.03 0.11
C -1.8611 -1.8292 2.2893 0.02 -0.13 0.00 -0.18
C -1.7114 -5.0765 4.4061 -0.03 -0.12 -0.10 -0.21
H -2.4792 -1.6121 3.1662 0.00 0.07 0.03 0.13
H 0.5364 -1.9955 4.2681 -0.03 -0.02 0.03 0.11
H 3.7154 1.9049 -4.6215 -0.01 0.00 -0.12 0.10
H 3.4410 3.3821 1.6739 0.01 0.05 0.02 0.09
N -1.0217 -0.8708 -2.8103 -0.39 0.46 0.66 0.15
H 2.4003 -1.1818 2.9887 0.07 -0.05 0.04 0.10
H 0.3293 -6.3506 7.5224 0.01 -0.01 -0.02 0.09
C -5.8960 0.8434 -1.4267 0.09 -0.19 -0.01 0.07
H -3.9958 -2.2547 -1.9810 0.05 0.00 0.08 0.13
C 1.2942 3.2680 1.4167 0.14 -0.04 0.01 -0.19
H 3.2455 0.6471 -0.7576 0.02 -0.02 0.02 0.06
H 0.5969 0.2170 -4.3972 -0.15 -0.04 -0.01 0.12
H 3.5550 5.2018 -3.0587 0.02 0.11 0.03 0.10
H 5.4908 3.7488 -4.6362 0.05 -0.10 0.02 0.11
H -3.7820 -0.1836 -4.6553 -0.03 -0.03 0.00 0.12
O -2.7838 -2.1452 0.0347 -0.03 -0.16 -0.24 -0.17
H -1.2703 2.2707 -3.3539 -0.09 -0.05 0.00 0.17
H 0.4623 1.5293 2.3567 -0.04 -0.02 0.10 0.10
H -0.1212 -0.6109 3.3910 0.00 0.04 0.14 0.11
H 5.2661 2.8325 -3.1793 -0.10 -0.02 0.08 0.11
C -0.7442 -6.3458 7.3060 -0.01 0.01 0.01 -0.11
C 1.5529 -1.5481 2.4078 -0.07 -0.54 0.58 -0.06
H -0.0695 -0.9054 -2.4587 0.20 -0.23 -0.60 0.16
H -0.9750 -7.1718 6.6286 0.00 -0.01 0.00 0.08
H -4.1554 -6.2954 4.4263 0.00 0.02 0.01 0.09
C 4.7853 3.5728 -3.8228 -0.09 0.14 -0.18 -0.19
H 5.1574 5.6857 -3.5452 -0.05 0.01 -0.04 0.11
C 1.3877 1.7964 1.8431 -0.05 -0.11 -0.22 -0.20
H 1.4077 -0.8477 1.5820 0.69 -2.62 2.09 -0.02
O -0.6654 -2.4701 2.6768 0.12 0.07 -0.20 -0.17
H -0.3288 -3.8099 5.4236 0.01 -0.01 -0.02 0.11
H 5.1355 5.7867 -1.1453 0.09 0.02 0.04 0.11
H 2.2056 1.6816 2.5588 -0.10 -0.06 0.16 0.12
H 3.9493 3.0004 -1.3290 0.01 -0.15 0.08 0.08
C 4.2380 3.8647 -0.7259 0.23 0.10 0.02 -0.21
C -0.6529 -4.8550 5.4624 0.01 0.08 0.09 -0.20
C 2.6387 4.0248 1.3045 -0.21 -0.12 -0.05 -0.18
C 5.1023 4.7943 -1.5971 -0.42 -0.38 -0.10 -0.20
H 1.4868 3.6598 -4.1429 -0.03 0.14 0.14 0.12
H 0.2146 -5.4895 5.2529 0.01 0.00 -0.01 0.13
H -4.7415 -0.6470 -0.5418 0.18 0.05 0.04 0.10
C -4.3423 1.7405 -4.1250 -0.25 -0.50 0.20 -0.15
H 0.3804 1.8482 -5.0047 -0.01 0.02 0.01 0.13
H -1.2900 -6.4834 8.2372 0.01 0.01 0.01 0.09
O -1.1468 -5.1001 6.7660 -0.03 -0.03 -0.02 -0.18
N -0.8349 1.3569 -3.4171 -0.09 0.21 -0.20 0.14
H 3.3469 3.3933 -5.4388 -0.04 0.13 0.05 0.11
C 0.3053 -1.6110 3.2739 0.06 -0.04 -0.08 -0.23
H -6.5667 0.8984 -0.5795 -0.05 -0.07 -0.04 0.07
H 1.7810 -2.5361 2.0135 0.11 -0.13 0.11 0.09
O -2.0864 -6.4404 4.3118 -0.03 0.01 0.02 -0.18
C 1.5988 1.7425 -3.1914 -0.05 0.09 0.24 -0.17
Br -2.2782 1.2505 -0.4368 -0.01 0.03 0.03 0.94
H -1.6433 -2.8270 -2.7219 0.07 0.02 -0.01 0.15
H -6.1224 1.4910 -2.2641 0.11 0.06 0.01 0.07
C 2.9940 4.5221 -0.1094 0.10 0.06 -0.10 -0.19
H 3.7336 1.2872 0.8033 -0.03 -0.03 -0.04 0.07
C 3.0757 0.5660 0.3177 -0.17 -0.01 -0.08 -0.06
C -1.5948 -2.1116 -0.7073 0.08 0.21 0.00 -0.18
C -3.3082 -6.7441 4.9575 0.02 -0.02 0.02 -0.11
C -4.8685 0.0040 -1.3989 -0.26 0.28 0.12 -0.16
H 2.1246 4.3710 -0.7571 0.02 0.09 -0.03 0.09
C -2.6131 -2.7373 1.3135 0.04 0.07 0.36 -0.14
H -3.4770 -1.9443 -3.6148 -0.01 0.00 0.00 0.12
C -4.3730 0.2990 -3.8724 0.25 0.20 -0.11 -0.13
C -3.3531 -1.6171 -2.5817 -0.14 0.01 -0.19 -0.05
H -1.0360 -3.0442 -0.5727 -0.06 -0.06 -0.02 0.14
H -2.5866 -4.4543 4.6287 0.00 0.02 0.00 0.13
C -4.3669 2.9139 -4.3427 0.15 0.54 -0.04 0.13
H -0.9394 -1.3035 -0.3532 0.01 0.03 0.03 0.09
H -3.6117 -2.9649 1.6807 -0.04 0.03 -0.08 0.13
H -5.3950 -0.0681 -3.9656 0.03 -0.10 -0.07 0.14
H 3.4087 -0.4283 0.6169 -0.01 -0.05 0.10 0.07
H 2.4363 3.6266 -2.6765 0.04 0.10 -0.01 0.06
H 3.1602 5.6011 -0.0896 -0.02 0.02 0.05 0.11
H 2.6022 4.8765 1.9832 0.07 0.02 0.01 0.11
C 3.5118 2.9657 -4.4493 0.07 -0.17 0.17 -0.18
C 2.2345 3.0827 -3.5912 -0.11 -0.30 -0.36 -0.19
H 0.6521 3.7914 2.1254 -0.03 0.01 0.02 0.11
C 4.6015 4.8903 -3.0462 0.25 0.10 0.09 -0.20
```
Positions in Å, forces in eV/Å.

- E (Eh) = -4294.65297
- molecular weight (u) = 631.76
- highest occupied orbital energy (eV) = -10.6
- net charge = +1

=====

[2]
Here is C4H7NOS as an isolated structure in a non-equilibrium geometry from OMol25. Energies are from ωB97M-V/def2-TZVPD.

Geometry as XYZ:
```
14
Properties=species:S:1:pos:R:3:forces:R:3:lowdin_charge:R:1
H 2.7658 -1.4656 -0.2930 0.36 -0.17 -0.99 0.06
S -2.2866 -0.7083 -0.9048 0.20 0.13 1.82 0.82
C 0.2453 0.8659 -0.5138 -3.62 3.86 -0.68 -0.48
H 2.4411 0.9952 -0.4840 -4.30 -3.29 -1.28 0.29
H 0.9509 -1.9978 -0.3662 1.73 1.52 0.17 0.12
H -2.6193 0.6257 1.6421 0.52 -1.71 -2.49 0.12
H -2.6471 1.5737 0.0666 0.95 -2.30 0.60 0.09
C 1.7514 -1.1892 -0.1010 -2.74 0.22 -0.13 -0.10
C -0.9120 0.0122 0.0133 -0.81 1.08 1.68 -0.60
C -2.3292 0.5186 0.4948 0.82 3.46 -0.95 -0.41
O -0.0666 2.1249 -0.6944 2.96 -5.06 0.43 -0.04
N 1.4024 0.1526 -0.7078 4.73 3.73 1.16 -0.03
H -0.4401 -0.4379 0.8834 -0.52 -1.35 -0.16 0.09
H 1.7440 -1.0699 0.9646 -0.29 -0.11 0.82 0.06
```
Positions in Å, forces in eV/Å.

- E (Eh) = -684.65728
- molecular weight (u) = 117.17
- relative energy (zero: lowest compared OMol25 entry of this formula, charge and spin) (kcal per mole) = 94.0
- highest occupied orbital energy (eV) = -8.9

=====

[3]
Here is a 2-piece molecular cluster, C6H9FN2Si overall in a non-equilibrium geometry from OMol25. Energies are from ωB97M-V/def2-TZVPD.

Geometry as XYZ:
```
19
Properties=species:S:1:pos:R:3:forces:R:3:lowdin_charge:R:1
H -0.6269 1.8655 0.8103 0.07 -0.32 -0.21 -0.01
H -2.3479 2.0068 0.3293 -0.08 -0.08 -0.17 0.04
N 2.0484 -2.0393 0.9009 0.47 -0.10 0.09 0.10
H -1.3144 -2.2436 1.5314 -0.15 0.12 0.09 0.04
H -1.1684 -2.7526 -0.1585 -0.11 0.22 -0.07 0.05
H 1.7317 0.8052 -2.3334 0.05 -0.06 -0.06 0.07
H 2.5568 -0.7616 -2.2556 0.02 0.05 -0.03 0.08
F -1.6363 -0.2245 -1.6068 -0.09 0.01 1.04 -0.13
Si -1.4684 -0.2880 -0.0080 1.38 -0.11 -0.40 0.87
N 1.1348 2.1482 0.7834 0.56 0.29 0.08 0.10
C -0.9023 -1.9739 0.5606 -0.72 0.57 -0.13 -0.17
H -1.9031 1.2626 1.8737 -0.04 -0.18 0.09 0.04
H 3.4619 0.7416 -2.0036 0.00 -0.07 -0.07 0.07
C 2.5101 0.2362 -1.8203 0.21 0.05 -0.06 -0.07
C 2.2016 0.1457 -0.3447 -0.34 0.35 -1.23 -0.34
C 1.6719 1.2418 0.2843 -0.56 0.90 0.69 -0.27
H 0.2071 -2.0366 0.6944 0.02 0.35 -0.14 -0.02
C -1.6295 1.3579 0.8252 -0.36 -0.80 -0.20 -0.17
C 2.2128 -1.0334 0.3349 -0.32 -1.20 0.70 -0.28
```
Positions in Å, forces in eV/Å.

- E (Eh) = -732.84809
- molecular weight (u) = 156.24
- highest occupied orbital energy (spin up / spin down) (eV) = -7.3 / -7.3

=====

[4]
Here is one molecule with the formula C5H11NS2 in a non-equilibrium geometry from OMol25. Energies are from ωB97M-V/def2-TZVPD.

Geometry as XYZ:
```
19
Properties=species:S:1:pos:R:3:forces:R:3:lowdin_charge:R:1
C -1.0100 -0.5873 -0.2727 1.99 0.31 2.23 -0.48
H -0.0033 0.0018 -3.2390 -3.16 -3.32 -2.17 0.02
H 0.7029 1.7415 -3.4635 -0.72 -3.16 0.62 0.15
C 0.3524 0.1843 -0.5152 0.04 -3.86 -1.34 -0.51
H -1.4953 2.3962 -0.7135 1.15 -1.20 -0.36 0.10
H -1.4814 -1.1182 -1.0655 0.28 -0.65 -0.81 0.07
S -0.6709 -1.6829 1.1811 -0.64 -0.72 -0.73 0.45
H -1.7254 0.0577 0.1185 -1.36 1.44 0.41 0.02
H -2.0047 1.1933 -2.1281 2.64 1.59 1.49 0.16
N 0.2484 1.1854 -1.5464 0.07 -0.37 -0.10 -0.26
H -0.9768 2.6864 -2.2780 0.54 1.35 -1.50 0.03
S 0.7745 -0.5129 2.0987 -0.12 0.90 -0.36 0.44
C 0.8234 0.7920 0.7910 2.84 0.19 0.78 -0.50
C 0.6350 0.6450 -2.8649 4.07 8.30 0.72 -0.07
C -1.0201 1.8921 -1.6106 -3.37 -2.26 -0.22 -0.13
H 0.1216 1.6732 0.9311 1.26 -0.81 0.48 0.09
H 0.9616 -0.8173 -0.9107 -0.57 3.06 1.06 0.19
H 2.1088 1.0484 0.8963 -4.18 -0.20 -0.89 0.16
H 1.7135 0.4146 -2.9646 -0.74 -0.60 0.69 0.09
```
Positions in Å, forces in eV/Å.

- E (Eh) = -1048.11299
- molecular weight (u) = 149.28
- relative energy (zero: lowest compared OMol25 entry of this formula, charge and spin) (kcal per mole) = 78.5
- highest occupied orbital energy (eV) = -7.6